{"formula": "C69H184O23", "method": "ωB97M-V with the def2-TZVPD basis set", "species": ["C", "C", "C", "O", "H", "H", "H", "H", "H", "H", "H", "H", "C", "C", "C", "O", "H", "H", "H", "H", "H", "H", "H", "H", "C", "C", "C", "O", "H", "H", "H", "H", "H", "H", "H", "H", "C", "C", "C", "O", "H", "H", "H", "H", "H", "H", "H", "H", "C", "C", "C", "O", "H", "H", "H", "H", "H", "H", "H", "H", "C", "C", "C", "O", "H", "H", "H", "H", "H", "H", "H", "H", "C", "C", "C", "O", "H", "H", "H", "H", "H", "H", "H", "H", "C", "C", "C", "O", "H", "H", "H", "H", "H", "H", "H", "H", "C", "C", "C", "O", "H", "H", "H", "H", "H", "H", "H", "H", "C", "C", "C", "O", "H", "H", "H", "H", "H", "H", "H", "H", "C", "C", "C", "O", "H", "H", "H", "H", "H", "H", "H", "H", "C", "C", "C", "O", "H", "H", "H", "H", "H", "H", "H", "H", "C", "C", "C", "O", "H", "H", "H", "H", "H", "H", "H", "H", "C", "C", "C", "O", "H", "H", "H", "H", "H", "H", "H", "H", "C", "C", "C", "O", "H", "H", "H", "H", "H", "H", "H", "H", "C", "C", "C", "O", "H", "H", "H", "H", "H", "H", "H", "H", "C", "C", "C", "O", "H", "H", "H", "H", "H", "H", "H", "H", "C", "C", "C", "O", "H", "H", "H", "H", "H", "H", "H", "H", "C", "C", "C", "O", "H", "H", "H", "H", "H", "H", "H", "H", "C", "C", "C", "O", "H", "H", "H", "H", "H", "H", "H", "H", "C", "C", "C", "O", "H", "H", "H", "H", "H", "H", "H", "H", "C", "C", "C", "O", "H", "H", "H", "H", "H", "H", "H", "H", "C", "C", "C", "O", "H", "H", "H", "H", "H", "H", "H", "H"], "positions_angstrom": [[-23.272, -7.445, -11.186], [-24.219, -8.685, -11.264], [-24.626, -8.998, -12.662], [-23.713, -9.727, -10.529], [-23.868, -6.675, -11.676], [-22.277, -7.683, -11.563], [-23.083, -7.084, -10.175], [-25.127, -8.341, -10.769], [-23.818, -9.050, -13.392], [-25.230, -8.145, -12.972], [-25.175, -9.938, -12.706], [-23.249, -9.381, -9.763], [-20.345, -16.119, -15.039], [-18.786, -15.863, -14.953], [-18.019, -16.606, -13.835], [-18.232, -16.335, -16.153], [-20.771, -15.327, -15.656], [-20.798, -15.965, -14.060], [-20.700, -17.067, -15.442], [-18.618, -14.802, -14.770], [-18.446, -16.302, -12.880], [-16.942, -16.474, -13.934], [-18.168, -17.681, -13.942], [-18.246, -17.294, -16.141], [-16.122, -10.688, -12.232], [-16.164, -12.134, -12.836], [-17.586, -12.751, -12.623], [-16.048, -12.168, -14.238], [-16.808, -10.030, -12.766], [-15.143, -10.259, -12.445], [-16.211, -10.607, -11.149], [-15.432, -12.798, -12.377], [-17.634, -13.786, -12.959], [-18.329, -12.127, -13.120], [-17.920, -12.686, -11.587], [-16.163, -13.097, -14.451], [-20.586, -3.333, -8.467], [-20.536, -4.540, -9.423], [-20.179, -4.094, -10.812], [-19.624, -5.492, -8.988], [-21.352, -2.606, -8.738], [-19.683, -2.733, -8.362], [-20.979, -3.702, -7.520], [-21.486, -5.067, -9.329], [-20.507, -4.868, -11.506], [-19.107, -3.978, -10.971], [-20.693, -3.182, -11.115], [-18.754, -5.195, -9.262], [-21.766, -15.763, -20.433], [-22.333, -16.874, -19.562], [-21.333, -17.213, -18.403], [-23.477, -16.353, -18.912], [-20.825, -16.079, -20.884], [-21.555, -14.852, -19.874], [-22.483, -15.473, -21.202], [-22.532, -17.729, -20.208], [-21.867, -17.666, -17.567], [-20.847, -16.323, -18.003], [-20.517, -17.887, -18.662], [-24.018, -16.163, -19.682], [-20.775, -9.626, -22.093], [-19.285, -9.259, -21.861], [-19.009, -8.737, -20.386], [-18.554, -10.415, -22.046], [-21.155, -10.386, -21.410], [-20.910, -10.048, -23.089], [-21.375, -8.721, -21.998], [-19.010, -8.469, -22.560], [-18.014, -8.301, -20.289], [-19.168, -9.503, -19.626], [-19.661, -7.922, -20.073], [-18.733, -11.008, -21.313], [-25.905, -9.605, -17.527], [-26.852, -9.441, -16.347], [-27.094, -7.994, -15.984], [-28.067, -10.075, -16.725], [-24.859, -9.375, -17.324], [-26.303, -8.978, -18.325], [-25.899, -10.606, -17.957], [-26.383, -9.955, -15.508], [-28.038, -7.929, -15.443], [-27.209, -7.298, -16.814], [-26.255, -7.688, -15.360], [-28.445, -10.592, -16.010], [-21.148, -12.504, -14.719], [-21.446, -11.022, -15.032], [-20.994, -10.053, -13.893], [-20.754, -10.708, -16.248], [-21.475, -12.771, -13.715], [-20.084, -12.742, -14.716], [-21.586, -13.209, -15.425], [-22.529, -10.926, -15.111], [-21.451, -10.317, -12.940], [-21.193, -9.013, -14.151], [-19.907, -10.035, -13.817], [-19.819, -10.659, -16.035], [-22.005, -12.431, -9.260], [-22.197, -12.852, -10.733], [-22.335, -14.378, -10.883], [-23.374, -12.308, -11.256], [-21.005, -12.711, -8.927], [-22.721, -12.932, -8.609], [-22.095, -11.346, -9.219], [-21.357, -12.470, -11.314], [-23.129, -14.717, -10.218], [-21.398, -14.881, -10.645], [-22.654, -14.707, -11.872], [-23.397, -11.372, -11.045], [-19.413, -10.154, -10.403], [-18.555, -8.870, -10.208], [-18.747, -7.906, -11.469], [-19.116, -8.327, -9.074], [-19.325, -10.856, -9.573], [-18.990, -10.733, -11.224], [-20.468, -9.935, -10.563], [-17.506, -9.088, -10.011], [-18.373, -8.498, -12.304], [-18.113, -7.031, -11.322], [-19.788, -7.618, -11.614], [-18.930, -7.390, -8.978], [-23.607, -3.126, -15.620], [-24.323, -4.405, -15.180], [-23.551, -5.510, -14.579], [-25.271, -3.912, -14.240], [-22.993, -2.616, -14.878], [-24.278, -2.368, -16.024], [-22.934, -3.367, -16.443], [-24.875, -4.861, -16.002], [-22.906, -5.138, -13.783], [-23.033, -6.102, -15.334], [-24.181, -6.239, -14.069], [-24.710, -3.576, -13.537], [-22.786, -7.533, -19.362], [-22.230, -6.507, -18.408], [-21.289, -7.117, -17.408], [-21.530, -5.574, -19.188], [-21.981, -7.989, -19.938], [-23.518, -7.095, -20.040], [-23.394, -8.301, -18.884], [-23.045, -6.034, -17.860], [-20.978, -6.494, -16.569], [-20.373, -7.367, -17.943], [-21.774, -7.961, -16.917], [-22.214, -5.035, -19.591], [-20.932, -19.103, -9.943], [-22.268, -19.192, -10.740], [-22.424, -18.250, -11.934], [-22.196, -20.471, -11.335], [-20.045, -18.903, -10.545], [-20.698, -20.086, -9.536], [-20.951, -18.353, -9.152], [-23.095, -19.117, -10.033], [-21.792, -18.497, -12.787], [-22.287, -17.208, -11.644], [-23.437, -18.314, -12.332], [-21.299, -20.667, -11.614], [-18.902, -5.631, -14.577], [-18.180, -4.564, -15.361], [-19.146, -3.347, -15.570], [-17.037, -4.167, -14.682], [-19.202, -5.316, -13.578], [-18.306, -6.530, -14.421], [-19.817, -5.858, -15.125], [-17.931, -5.079, -16.289], [-20.028, -3.762, -16.059], [-18.658, -2.705, -16.302], [-19.356, -2.830, -14.634], [-16.636, -3.410, -15.115], [-15.772, -9.412, -16.561], [-17.149, -9.158, -15.886], [-18.170, -8.473, -16.803], [-17.808, -10.293, -15.394], [-15.266, -8.509, -16.901], [-15.854, -10.030, -17.455], [-15.108, -9.966, -15.896], [-16.914, -8.551, -15.011], [-19.073, -8.185, -16.264], [-18.546, -9.129, -17.589], [-17.818, -7.595, -17.344], [-17.079, -10.748, -14.964], [-23.170, -12.064, -20.452], [-23.022, -11.681, -18.976], [-23.121, -12.856, -18.028], [-21.750, -10.975, -18.859], [-23.964, -12.789, -20.629], [-22.277, -12.561, -20.832], [-23.369, -11.169, -21.042], [-23.798, -10.997, -18.631], [-22.337, -13.585, -18.231], [-24.064, -13.371, -18.213], [-23.104, -12.469, -17.010], [-21.597, -10.737, -17.942], [-15.277, -15.834, -17.477], [-14.781, -15.262, -16.126], [-13.859, -14.065, -16.233], [-15.891, -14.868, -15.431], [-15.983, -16.658, -17.375], [-14.440, -16.348, -17.948], [-15.685, -15.035, -18.096], [-14.276, -16.050, -15.567], [-12.925, -14.311, -16.739], [-13.635, -13.789, -15.203], [-14.291, -13.178, -16.697], [-16.669, -15.326, -15.759], [-18.875, -13.245, -17.767], [-18.313, -12.214, -18.761], [-16.936, -12.587, -19.227], [-19.274, -12.012, -19.815], [-18.623, -14.288, -17.962], [-19.953, -13.230, -17.606], [-18.582, -13.032, -16.739], [-18.191, -11.319, -18.152], [-16.208, -12.625, -18.417], [-16.648, -11.801, -19.925], [-16.954, -13.564, -19.709], [-20.074, -11.782, -19.336], [-14.844, -6.464, -14.216], [-15.512, -6.760, -12.873], [-14.499, -7.036, -11.812], [-16.328, -5.592, -12.552], [-14.010, -7.104, -14.502], [-14.370, -5.494, -14.068], [-15.552, -6.327, -15.034], [-16.144, -7.647, -12.865], [-14.091, -8.038, -11.951], [-14.966, -7.054, -10.828], [-13.728, -6.268, -11.872], [-16.506, -5.140, -13.380], [-20.661, -9.602, -6.639], [-21.777, -8.727, -7.131], [-21.609, -7.279, -6.606], [-21.913, -8.689, -8.564], [-20.531, -10.564, -7.134], [-20.600, -9.730, -5.558], [-19.696, -9.106, -6.749], [-22.710, -9.085, -6.697], [-22.448, -6.598, -6.755], [-20.678, -6.833, -6.955], [-21.437, -7.285, -5.530], [-21.044, -8.479, -8.913], [-27.145, -16.580, -18.851], [-27.582, -15.102, -18.765], [-27.095, -14.453, -17.513], [-26.982, -14.392, -19.804], [-26.078, -16.734, -19.015], [-27.602, -17.044, -19.725], [-27.410, -17.078, -17.919], [-28.667, -15.014, -18.821], [-27.377, -15.038, -16.637], [-27.710, -13.557, -17.436], [-26.045, -14.205, -17.356], [-27.046, -13.457, -19.593], [-24.617, -12.883, -14.384], [-25.788, -13.142, -13.372], [-26.991, -13.764, -14.066], [-25.293, -14.118, -12.452], [-24.335, -13.782, -14.933], [-23.679, -12.524, -13.961], [-25.020, -12.228, -15.156], [-26.010, -12.182, -12.908], [-26.711, -14.720, -14.509], [-27.431, -13.175, -14.871], [-27.878, -13.910, -13.450], [-24.477, -13.735, -12.122], [-24.774, -16.826, -15.465], [-24.130, -18.207, -15.717], [-24.661, -19.461, -14.964], [-24.405, -18.469, -17.088], [-24.837, -16.470, -14.437], [-25.773, -16.758, -15.896], [-24.113, -16.092, -15.923], [-23.054, -18.250, -15.546], [-24.120, -20.371, -15.225], [-25.723, -19.666, -15.098], [-24.452, -19.368, -13.898], [-23.981, -17.823, -17.658]], "mulliken_charge": [-1.411, 0.485, -0.772, -0.511, 0.473, 0.000, 0.597, 0.153, 0.108, 0.501, -0.111, 0.143, -0.339, 1.997, -1.626, -0.353, -0.587, 0.197, 0.394, -1.238, 0.383, 0.189, 0.561, 0.372, -0.811, 0.214, -0.916, -0.439, -0.385, 0.504, 0.414, 0.666, 0.286, -0.252, 0.610, -0.115, -1.801, 1.101, -1.079, -0.505, 0.414, 0.354, 0.411, -0.173, 0.035, 0.321, 0.485, 0.283, -1.198, 0.367, -0.592, -0.162, 0.496, -0.117, 0.519, 0.440, -0.095, -0.083, 0.463, 0.114, -0.876, 0.079, -0.795, -0.656, -0.218, 0.387, 0.401, 0.460, 0.404, -0.053, 0.242, 0.481, -0.955, 1.545, -1.283, -0.651, -0.033, 0.472, 0.129, -0.461, 0.388, 0.353, 0.145, 0.363, 0.164, 1.214, -0.169, 2.411, -0.568, -0.274, -0.261, 0.316, -0.281, 0.211, -0.616, -1.706, -0.934, 2.342, -2.236, -0.317, 0.358, 0.428, -0.009, -0.690, 0.332, 0.490, 0.450, 0.212, 0.676, -0.409, 1.275, -0.159, 0.692, -0.596, -0.517, -0.081, -1.216, 0.626, -0.445, 0.224, -1.353, 0.254, -0.099, -0.630, 0.327, 0.386, 0.256, 0.260, 0.298, -0.301, 0.191, 0.397, -0.572, 0.769, 0.695, -0.603, -0.214, 0.668, -0.386, 0.034, -0.822, -0.110, -0.158, 0.419, -1.401, 0.254, -0.207, -0.578, 0.290, 0.427, 0.369, 0.326, 0.292, -0.134, 0.057, 0.329, 0.579, 0.660, -1.263, -0.538, 0.307, -0.448, -0.510, 0.109, 0.185, 0.503, 0.284, 0.314, -1.766, 1.369, 0.281, 1.484, 0.387, 0.244, 0.417, -0.765, -0.369, -1.028, 1.048, -1.182, -1.928, 2.088, 1.615, 2.208, 0.439, 0.373, 0.375, -1.039, -1.350, -0.037, -0.861, -1.071, -1.317, 0.630, -1.235, -0.366, 0.346, 0.492, 0.168, 0.216, 0.450, 0.311, 0.096, 0.228, 0.047, 2.662, -1.795, -0.886, 0.593, -0.582, -0.571, -1.279, 0.063, 0.555, 0.481, -0.247, -1.560, 2.590, -1.700, -0.604, 0.409, 0.548, 0.213, -1.034, 0.309, 0.324, 0.418, 0.167, -1.248, 0.584, -1.411, -0.052, 0.165, 0.444, 0.213, 0.491, 0.285, 0.201, 0.487, -0.184, -1.158, 0.713, -1.402, -0.569, -0.031, 0.411, 0.355, 0.256, 0.214, 0.593, 0.357, 0.336, 1.077, 0.736, -1.098, -0.678, -0.336, -0.464, -0.049, 0.045, -0.003, 0.086, 0.535, 0.075, -0.218, 1.218, -1.619, -0.630, 0.434, -0.082, -0.066, -0.343, 0.429, 0.385, 0.227, 0.119], "total_charge": 0, "gap_ha": 0.3439, "total_energy_ev": -121627.81347, "largest_force_ev_per_a": 2.859, "e_above_lowest_kcal_mol": 82.77, "e_homo_ev": -9.0, "lumo_energy_ha": 0.01198}


{"formula": "C4H7NO", "method": "ωB97M-V with the def2-TZVPD basis set", "species": ["C", "C", "N", "C", "C", "O", "H", "H", "H", "H", "H", "H", "H"], "positions_angstrom": [[-1.917, 0.001, 0.094], [-0.398, -0.245, 0.199], [1.059, -0.879, -0.708], [1.802, 0.194, -0.004], [0.471, 0.891, -0.151], [0.209, 1.815, -0.881], [-2.535, -0.899, 0.140], [-2.204, 0.615, -0.763], [-2.207, 0.597, 0.987], [-0.174, -0.787, 1.112], [1.228, -1.774, -0.256], [2.582, 0.728, -0.548], [2.108, -0.044, 1.025]], "mulliken_charge": [-1.154, 0.068, -0.587, -0.472, 0.679, -0.581, 0.340, 0.322, 0.306, 0.258, 0.272, 0.296, 0.254], "total_charge": 0, "gap_ha": 0.3781, "total_energy_ev": -7796.23782, "largest_force_ev_per_a": 1.323, "e_above_lowest_kcal_mol": 78.56, "e_homo_ev": -9.6, "lumo_energy_ha": 0.02454}